Record 1
Formula: C22H23N5PRuSe3Te
Source: OMol25
Level of theory: ωB97M-V/def2-TZVPD

Output
Total charge: +1
E_LUMO (alpha / beta), eV: -6.058 / -6.056
Highest occupied orbital energy (alpha / beta), Ha: -0.387 / -0.387
Gap between HOMO and LUMO (alpha / beta), Eh: 0.1643 / 0.1645
DFT total energy, eV: -245832.911

Geometry as XYZ:
```
56
Properties=species:S:1:pos:R:3:forces:R:3:nbo_charge:R:1
Ru 1.9987 0.4304 -1.3385 0.48 -0.47 0.87 0.189
C -3.0402 -1.6849 -0.1366 0.00 -0.03 -0.09 -0.647
C -2.2590 -2.0530 -1.3716 0.11 0.02 -0.09 0.018
C -2.8690 -2.8812 -2.3126 -0.02 0.02 0.06 -0.194
C -2.2358 -3.2484 -3.4868 -0.03 -0.01 -0.05 -0.171
C -0.9604 -2.7827 -3.7658 0.04 -0.01 -0.08 -0.234
C -0.3295 -1.9687 -2.8451 -0.17 0.03 0.16 -0.121
C -0.9609 -1.5973 -1.6519 0.07 0.05 -0.09 -0.409
P 0.1071 -0.6592 -0.5194 0.23 0.29 0.08 1.154
C -0.9119 0.6713 0.2111 -0.13 0.01 0.03 -0.360
C -1.7664 1.3047 -0.6952 0.08 -0.12 0.19 -0.188
C -2.4787 2.4329 -0.3304 -0.05 0.06 -0.08 -0.230
C -2.3417 2.9430 0.9523 -0.04 0.04 0.00 -0.204
C -1.4880 2.3257 1.8522 0.05 -0.04 0.01 -0.228
C -0.7535 1.1923 1.5056 -0.04 -0.13 -0.11 0.005
C 0.1621 0.5728 2.5266 -0.10 0.04 0.07 -0.646
C 0.6835 -1.8743 0.6948 0.23 0.18 -0.05 -0.424
C -0.0918 -2.7972 1.3907 -0.02 -0.02 0.01 -0.179
C 0.4980 -3.5824 2.3661 -0.14 -0.04 0.06 -0.220
C 1.8504 -3.4422 2.6510 0.11 0.07 -0.05 -0.160
C 2.6313 -2.5620 1.9185 -0.02 -0.07 0.02 -0.246
C 2.0626 -1.7920 0.9076 -0.24 0.02 -0.07 0.102
C 2.8941 -0.9383 0.0028 0.29 0.74 -0.38 -0.654
H -3.5427 -2.5622 0.2722 0.01 -0.01 -0.01 0.233
H -3.8141 -0.9563 -0.3881 0.02 0.03 0.04 0.238
H -2.4165 -1.2482 0.6359 -0.07 0.01 0.08 0.218
H -3.8682 -3.2479 -2.1089 0.00 0.00 0.00 0.221
H -2.7390 -3.9023 -4.1867 -0.01 0.02 -0.01 0.227
H -0.4679 -3.0486 -4.6914 0.03 -0.04 0.02 0.227
H 0.6776 -1.6124 -3.0358 0.00 -0.08 -0.08 0.192
H -1.8797 0.8913 -1.6911 -0.02 0.06 -0.02 0.227
H -3.1460 2.9065 -1.0393 -0.01 -0.02 0.00 0.226
H -2.9109 3.8150 1.2502 0.00 -0.01 0.04 0.222
H -1.3783 2.7198 2.8561 -0.03 0.02 0.00 0.222
H 0.2803 1.2345 3.3845 -0.01 0.02 -0.02 0.224
H 1.1440 0.3728 2.1036 0.03 -0.07 0.07 0.220
H -0.2383 -0.3755 2.8884 0.06 -0.02 0.00 0.241
H -1.1463 -2.9102 1.1782 0.01 0.02 0.03 0.221
H -0.0985 -4.2970 2.9178 -0.01 0.00 -0.01 0.226
H 2.3042 -4.0402 3.4304 -0.02 -0.01 0.00 0.225
H 3.6946 -2.4851 2.1118 0.00 -0.02 0.00 0.221
H 3.3580 -1.5831 -0.7636 0.10 -0.11 0.23 0.209
H 3.6977 -0.4345 0.5477 0.08 -0.25 0.12 0.203
Se 4.3164 1.1702 -1.9592 -0.57 0.29 0.36 -0.036
Se 4.1351 3.2627 -2.7729 -1.19 0.11 -0.58 0.076
Te 1.7203 3.5152 -3.6192 1.14 -0.76 0.01 0.565
Se 0.7992 1.2666 -3.3252 0.19 1.27 0.49 -0.207
N 0.2586 5.1076 0.4943 0.18 0.75 -0.42 -0.603
N 1.0130 3.9931 0.6585 0.11 -0.59 -0.18 0.198
N 1.7748 3.8068 1.7045 -0.01 0.10 0.18 -0.250
C 2.3765 2.6695 1.3955 0.32 -0.41 -0.11 0.146
N 1.9835 2.2173 0.2013 -0.62 -1.20 -1.04 -0.271
N 1.0985 3.0779 -0.2596 -0.19 0.68 0.09 -0.066
H 0.0475 5.5509 1.3739 -0.06 -0.17 0.16 0.408
H -0.5265 4.9431 -0.1162 -0.15 -0.25 0.13 0.405
H 3.0921 2.1734 2.0267 0.01 0.02 0.02 0.239
```
Positions in Å, forces in eV/Å.



Record 2
Formula: C22H23N5S
Source: OMol25
Level of theory: ωB97M-V/def2-TZVPD

Output
Energy above the lowest of the compared OMol25 structures with the same formula, charge and spin, kcal per mole: 464.4
Total charge: 0
E_LUMO, eV: -0.078
Highest occupied orbital energy, Ha: -0.244
Gap between HOMO and LUMO, Eh: 0.2413
DFT total energy, eV: -41453.211

Geometry as XYZ:
```
51
Properties=species:S:1:pos:R:3:forces:R:3:nbo_charge:R:1
C 5.6725 0.4652 2.6087 3.07 -10.01 -9.29 -0.601
C 4.3406 -0.0772 1.9430 2.86 1.40 2.76 0.041
C 4.1033 -0.1985 0.5667 11.47 6.21 4.07 -0.207
C 3.0196 -0.5671 0.0823 0.10 0.78 -9.59 -0.228
C 2.1378 -0.9276 0.8272 -9.81 -4.50 11.82 -0.066
C 0.8628 -1.4643 0.3414 2.28 -11.32 6.79 0.234
C 0.3186 -2.9516 0.7445 -4.42 15.61 -9.22 -0.410
S -1.0581 -3.2117 -0.2152 -0.91 0.39 0.68 0.404
C -1.1641 -1.4766 -0.6071 -10.19 -3.50 -5.81 0.289
N -2.1042 -0.7472 -1.3921 3.33 -2.29 2.96 -0.603
C -3.2318 -1.3513 -1.8341 0.83 -5.79 -2.13 0.145
C -3.5072 -2.8594 -2.3952 3.95 8.58 4.83 -0.205
C -4.7055 -3.1133 -2.7219 -2.91 -4.77 -4.45 -0.281
C -5.5500 -2.1152 -3.0336 -4.62 0.46 1.00 0.010
N -5.4258 -0.9100 -2.4265 -7.10 -2.90 -5.47 -0.402
C -4.3064 -0.6122 -2.0578 4.12 7.36 4.47 0.008
N -0.0520 -1.0556 -0.3736 3.62 12.94 -1.31 -0.382
C 0.0984 0.5874 -0.4356 1.19 -4.73 -10.68 -0.221
C -0.6251 1.3082 0.3921 -5.57 3.25 9.66 -0.471
C -0.7187 2.9249 0.1479 0.98 -2.60 1.97 -0.178
N -1.4071 3.1282 -1.0539 -3.84 -1.26 2.82 -0.413
C -2.7838 2.9457 -1.2517 -0.47 -1.45 10.99 -0.126
C -3.1078 3.2556 -2.3821 -1.69 2.29 -13.80 -0.100
N -1.7096 3.4160 -3.3700 -1.38 -1.92 7.58 -0.452
C -0.9536 3.1441 -2.2300 5.17 4.25 -7.49 0.212
C 2.3333 -0.9788 2.4236 1.19 1.04 -3.04 -0.141
C 3.4922 -0.4313 3.0606 -4.64 -1.46 -15.88 -0.020
C 3.7928 -0.6346 4.2827 -2.79 -0.34 9.16 -0.660
H 5.5979 1.1743 3.1557 -1.50 8.67 7.20 0.175
H 6.4795 0.7428 1.8750 -1.06 0.12 0.01 0.211
H 6.2903 -0.3745 3.0727 -1.34 0.78 0.05 0.211
H 4.8729 0.4169 -0.0709 -1.19 -1.76 1.10 0.216
H 2.8200 -0.5141 -0.9538 0.11 -0.10 -1.24 0.214
H 0.7171 -3.5780 1.1834 7.19 -10.87 7.67 0.141
H -2.6512 -3.2989 -2.2373 3.74 -3.77 0.24 0.192
H -4.9318 -4.1252 -3.2043 0.18 1.19 0.96 0.204
H -6.4995 -2.5384 -3.5727 1.29 1.86 1.19 0.182
H -4.1782 0.5116 -1.6758 -0.23 -2.05 -0.67 0.142
H -0.3821 0.7918 -1.5228 1.33 -0.67 1.88 0.256
H 1.1424 0.7038 -0.5563 0.80 0.51 0.37 0.215
H -1.7773 0.8755 0.5033 2.91 1.22 -0.58 0.266
H -0.1528 1.0811 1.4744 -1.19 1.06 -1.59 0.202
H -1.2045 3.3761 1.0521 0.08 -0.42 -1.10 0.232
H 0.2980 3.3406 0.1240 -0.29 -0.07 -0.34 0.219
H -3.4388 2.6726 -0.3312 1.21 0.63 -1.83 0.229
H -4.0281 3.3650 -3.0879 1.67 -0.50 2.19 0.252
H 0.1659 3.4275 -2.1211 -1.32 -0.99 -1.38 0.166
H 1.6763 -1.5683 3.0090 -1.16 -0.26 0.26 0.201
H 2.9467 -1.0527 4.8407 -0.09 -0.34 -0.13 0.220
H 4.5674 -1.1445 4.5871 4.48 -3.09 0.72 0.241
H 3.9087 0.2233 4.8162 0.57 3.12 1.59 0.239
```
Positions in Å, forces in eV/Å.